Computed, not measured: a molecular structure, C23H18ClF5FeN4O3S2, with ωB97M-V/def2-TZVPD.

The geometry in ORCA input format:
```
! RIJCOSX wB97M-V def2-TZVPD def2/J DEFGRID3
* xyz 1 6
Fe 0.2818 0.8848 0.1743
C 0.7896 3.2838 3.8958
C 0.6480 2.7937 2.4919
N 1.0251 1.6560 2.0668
N 1.7102 0.7382 2.7832
C 2.4537 -0.1597 2.0647
N 3.1425 -1.0396 2.7864
S 2.5624 -0.1300 0.3810
C 0.1486 3.6653 1.3850
C -0.2470 4.9738 1.5861
C -0.5909 5.7502 0.4853
C -0.5212 5.1956 -0.7771
C -0.1258 3.8704 -0.8929
N 0.1991 3.1220 0.1546
H 0.7226 2.4656 4.6118
H 0.0053 3.9927 4.1481
H 1.7528 3.7824 4.0289
H 1.7490 0.7794 3.7917
H 3.0550 -1.1200 3.7861
H 3.6840 -1.7329 2.2970
H -0.2803 5.3963 2.5792
H -0.9030 6.7766 0.6210
H -0.7697 5.7651 -1.6607
H -0.0718 3.3899 -1.8624
F -2.7892 -0.2036 -5.8341
C -2.6718 0.1409 -4.5654
C -1.4160 0.1641 -3.9699
F -0.3380 -0.1601 -4.6708
C -1.3207 0.5291 -2.6480
F -0.0810 0.5361 -2.0907
C -2.4206 0.8817 -1.8696
S -2.2682 1.3108 -0.2080
C -3.6677 0.8465 -2.5016
F -4.7582 1.1658 -1.8248
C -3.7968 0.4830 -3.8301
F -4.9883 0.4597 -4.4073
C 2.4018 -4.4045 1.1939
C 1.6707 -4.0250 -0.0618
C 2.2652 -4.1247 -1.3077
C 1.5667 -3.7836 -2.4581
Cl 2.3449 -3.9139 -4.0041
C 0.2587 -3.3567 -2.3802
C -0.3541 -3.2450 -1.1358
C 0.3540 -3.5605 0.0155
O -0.1400 -3.4387 1.2898
C -1.4172 -2.8710 1.4543
C -1.4703 -1.4135 0.9937
O -2.5433 -0.9994 0.5300
O -0.3810 -0.7676 1.0937
H 3.4063 -4.7562 0.9661
H 1.8703 -5.1888 1.7334
H 2.4693 -3.5535 1.8755
H 3.2849 -4.4782 -1.3903
H -0.2888 -3.1204 -3.2831
H -1.3864 -2.9283 -1.0979
H -1.6173 -2.8882 2.5260
H -2.1979 -3.4360 0.9417
*
```

The LUMO energy (spin up / spin down) comes out at -3.779 / -4.600 eV. Its energy relative to the best compared isomer or geometry (same formula, charge and spin) is 78.8 kJ/mol. The electronic energy comes out at -4351.406252 hartree.

Results of the natural (NBO) charge analysis, in e, for atoms 1 through 6: 1.41, -0.69, 0.28, -0.30, -0.43, 0.33

***

Computed, not measured: a molecular structure, C26H17FeN5O4, with ωB97M-V/def2-TZVPD.

The geometry in ORCA input format:
```
! RIJCOSX wB97M-V def2-TZVPD def2/J DEFGRID3
* xyz 1 2
Fe 0.0143 -0.6401 0.6395
C 3.5028 -2.4567 1.7964
C 4.5122 -1.5732 1.4061
C 4.1731 -0.3181 0.9677
C 2.8278 0.0597 0.8957
N 1.8560 -0.8132 1.2386
C 2.2038 -2.0444 1.6920
N 2.5749 1.3558 0.5032
C 1.3987 1.8207 0.3245
N 0.1822 1.1379 0.4011
C -0.8562 2.0349 0.1350
N -2.1111 1.8023 0.1206
C -2.6598 0.5669 0.3986
C -4.0527 0.4750 0.3027
C -4.6870 -0.7080 0.5899
C -3.9247 -1.8109 0.9779
C -2.5647 -1.6738 1.0373
N -1.9300 -0.5089 0.7584
C -0.2615 3.3556 -0.1174
C -0.8535 4.5694 -0.4100
C -0.0073 5.6558 -0.5924
C 1.3776 5.5232 -0.4780
C 1.9626 4.2995 -0.1780
C 1.1126 3.2237 -0.0047
H 3.7210 -3.4500 2.1597
H 5.5506 -1.8735 1.4519
H 4.9108 0.4132 0.6720
H 1.3867 -2.7041 1.9537
H -4.5876 1.3629 0.0003
H -5.7634 -0.7836 0.5136
H -4.3771 -2.7616 1.2178
H -1.9309 -2.5089 1.3001
H -1.9277 4.6619 -0.4931
H -0.4265 6.6254 -0.8251
H 2.0040 6.3933 -0.6224
H 3.0339 4.1871 -0.0795
O 1.1784 -3.8677 -0.9073
C 1.0059 -2.6854 -0.9885
O -0.0426 -2.1064 -0.3301
C 1.8682 -1.7410 -1.7453
C 3.1843 -2.1154 -1.9723
C 4.0985 -1.2387 -2.5644
C 3.6281 0.0034 -2.9114
O 4.3042 1.0273 -3.4893
C 3.3658 2.0958 -3.6578
O 2.0997 1.6376 -3.1687
C 2.3029 0.3696 -2.7158
C 1.3950 -0.4780 -2.1486
H 3.4972 -3.1037 -1.6638
H 5.1272 -1.5199 -2.7401
H 3.2807 2.3385 -4.7161
H 3.6904 2.9563 -3.0720
H 0.3568 -0.1901 -2.0591
*
```

The LUMO energy (spin up / spin down) comes out at -5.037 / -4.520 eV. The electronic energy comes out at -2839.279503 hartree.

Results of the natural (NBO) charge analysis, in e, for atoms 1 through 6: 1.34, -0.24, -0.11, -0.22, 0.40, -0.55

***

Computed, not measured: a molecular structure, BH7O2STa, with ωB97M-V/def2-TZVPD.

The geometry in ORCA input format:
```
! RIJCOSX wB97M-V def2-TZVPD def2/J DEFGRID3
* xyz -1 1
O 1.7837 -0.8360 1.3430
B 1.0589 -0.7162 0.1181
O 1.7974 -0.9729 -1.0711
Ta -1.2071 -0.1069 -0.0802
S -0.3516 2.3124 -0.3775
H 2.0314 0.0519 1.5520
H 1.3835 -0.4080 -1.7085
H -1.3745 0.2088 1.7366
H -2.9831 0.4457 -0.3726
H -1.1132 -0.4530 -1.9006
H -1.7276 -1.8558 0.2688
H 0.7022 2.3300 0.4921
*
```

The LUMO energy comes out at 2.688 eV. The electronic energy comes out at -634.657250 hartree.

Results of the natural (NBO) charge analysis, in e, for atoms 1 through 6: -0.97, 0.50, -0.93, 1.80, -0.63, 0.48

***

Computed, not measured: 2 unconnected molecules or ions with the total composition C14H18F4N2O6P2S, with ωB97M-V/def2-TZVPD.

The geometry in ORCA input format:
```
! RIJCOSX wB97M-V def2-TZVPD def2/J DEFGRID3
* xyz 0 1
O 1.4288 -1.0787 2.0054
P 2.6207 -0.5377 1.1513
C 2.1040 -0.6790 -0.6588
C 2.4515 -2.0413 -1.3736
C 2.0750 -2.3295 -2.8747
C 1.3241 -1.2011 -3.6112
C 0.9776 0.1526 -2.9111
C 1.3617 0.4764 -1.4541
C 1.0167 1.9025 -0.8260
F 2.2459 2.3638 -0.2044
F 0.6645 2.9013 -1.7631
C -0.0429 1.7706 0.4026
F 0.4854 2.5778 1.4826
F -1.3199 2.3065 0.1058
C 0.2042 0.9711 -4.0381
O -0.7055 1.8157 -4.0061
N 0.7993 0.4209 -5.2707
P 2.2686 1.1482 -5.8857
O 2.5522 0.7075 -7.5218
O 2.1372 2.8734 -5.8759
S 3.8822 0.7153 -4.9025
C 0.7845 -1.0607 -5.1055
O 0.4617 -1.9148 -5.9570
H 2.9674 0.7821 1.5749
H 3.7148 -1.4490 1.3848
H 3.0082 -2.8385 -0.7775
H 2.3395 -3.2889 -3.4218
H -0.0765 0.6992 0.8326
H 3.4835 0.9527 -7.7637
H 1.8811 3.0582 -4.9324
C -3.0206 -0.7453 6.2759
O -2.0518 -1.3677 5.4486
C -2.5387 -1.7756 4.1734
C -2.5929 -0.6474 3.1223
C -3.7661 0.3097 3.3160
N -1.3455 0.1262 3.0965
H -4.0186 -1.1696 6.1337
H -3.0344 0.3310 6.0943
H -2.7247 -0.8986 7.3160
H -1.8295 -2.5306 3.8185
H -3.5068 -2.2820 4.2721
H -2.7221 -1.1209 2.1424
H -3.6071 1.0092 4.1389
H -3.9167 0.9110 2.4140
H -4.6928 -0.2386 3.5071
H -0.5748 -0.4987 2.8685
H -1.1523 0.4115 4.0575
*
```

The LUMO energy comes out at -2.039 eV. The SMILES is O=[PH2]c1ccc2c(c1C(F)(F)C(F)F)C(=O)N(P(O)(O)=S)C2=O.COC[C@@H](C)N. The electronic energy comes out at -2585.422128 hartree.

Results of the natural (NBO) charge analysis, in e, for atoms 1 through 6: -1.09, 1.41, -0.35, -0.15, -0.15, -0.08

***

Computed, not measured: a molecular structure, C37H25AsN5O4SSn, with ωB97M-V/def2-TZVPD.

The geometry in ORCA input format:
```
! RIJCOSX wB97M-V def2-TZVPD def2/J DEFGRID3
* xyz 1 1
Sn 10.9870 14.1798 10.4609
S 16.2196 14.7737 16.3233
N 16.3494 14.9531 14.7019
C 15.2303 14.6022 14.0909
C 15.0069 14.6283 12.6782
C 16.0184 15.0240 11.7623
C 15.6896 15.0444 10.4317
C 14.3864 14.7514 10.0467
N 13.4258 14.3380 10.9052
C 13.7305 14.2299 12.2330
C 12.7388 13.7920 13.1675
N 11.5093 13.4426 12.6270
C 10.6390 12.8477 13.4365
C 10.7969 12.8094 14.8591
C 12.0006 13.1668 15.4061
C 12.9864 13.6540 14.5762
C 14.2237 14.1799 15.0643
N 14.6287 14.1479 16.3036
H 16.9841 15.3728 12.1830
H 16.3938 15.2679 9.6378
H 14.0848 14.8782 9.0575
H 9.8109 12.3936 12.9910
H 10.0401 12.2632 15.4773
H 12.2025 13.1632 16.4682
O 9.1902 14.7856 11.6341
C 8.6669 15.9013 11.8744
C 9.2329 17.2077 11.6320
C 8.5115 18.4139 11.7804
C 9.0364 19.6068 11.2403
C 10.3125 19.6669 10.6588
C 11.0845 18.5037 10.7275
C 10.6235 17.2845 11.1482
O 11.4551 16.3022 11.1952
N 8.3177 20.8306 11.4459
O 8.6120 21.8184 10.7102
O 7.5424 20.9607 12.4199
H 7.6628 15.8532 12.3646
H 7.5987 18.4116 12.2871
H 10.7062 20.6459 10.2665
H 12.0886 18.4541 10.2704
C 15.0539 8.0370 12.8473
C 14.3201 9.2008 13.2518
C 13.2563 9.6581 12.4498
C 12.9410 8.9730 11.2666
C 13.6694 7.8928 10.8328
C 14.7198 7.4185 11.6388
As 11.4227 9.7382 10.2712
C 11.4090 8.7199 8.5382
C 11.3370 9.5981 7.4764
C 10.8973 9.1257 6.2063
C 10.6337 7.7706 5.9742
C 10.9546 6.8633 6.9987
C 11.2287 7.3469 8.3039
C 10.0132 8.7117 11.2802
C 8.8684 8.4074 10.6419
C 7.7197 7.8467 11.1920
C 7.7659 7.6594 12.5702
C 8.9946 7.8963 13.2961
C 10.1123 8.4065 12.6494
H 15.9097 7.6860 13.5200
H 14.5347 9.7394 14.1518
H 12.7283 10.5728 12.7026
H 13.4375 7.3603 9.8780
H 15.2100 6.5105 11.2745
H 11.5595 10.6736 7.5713
H 10.5692 9.8672 5.4781
H 10.3640 7.3615 5.0178
H 10.7756 5.8206 6.8856
H 11.3242 6.6111 9.0756
H 8.8657 8.6674 9.5612
H 6.8691 7.6023 10.5661
H 6.8384 7.2453 13.0241
H 9.0640 7.6726 14.3846
H 11.0619 8.6515 13.1757
*
```

The LUMO energy comes out at -4.142 eV. Its energy relative to the best compared isomer or geometry (same formula, charge and spin) is 101.0 kJ/mol. The electronic energy comes out at -4847.658729 hartree.

Results of the Löwdin charge analysis, in e, for atoms 1 through 6: 1.33, 1.05, -0.23, -0.28, -0.07, 0.05